Here is a structure of composition C24H31BrCl2PdSSi2Te in a non-equilibrium geometry from the Open Molecules 2025 dataset. Energies are from the ωB97M-V functional and the def2-TZVPD basis.

Last column: Mulliken spin population.
Positions of all 63 atoms, in Å:
Pd: 0.045064 0.143434 1.133355  1.178
Br: -0.240056 2.802795 1.276862  0.041
C: -2.093302 2.618665 1.108344  -0.045
C: -2.787761 3.769096 1.053952  0.010
C: -4.185687 3.805931 0.928090  -0.010
C: -4.828545 2.627647 0.886086  0.013
C: -4.132806 1.379291 0.791153  0.013
C: -4.791834 0.081598 0.836797  0.031
C: -4.028298 -1.081654 0.832658  -0.008
C: -2.646560 -1.021183 0.779777  -0.004
C: -1.970139 0.160546 0.858399  0.331
C: -2.684235 1.346977 0.924927  -0.178
H: -2.225782 4.735612 1.078520  -0.001
H: -4.760582 4.691585 0.692713  0.000
H: -5.920223 2.680978 0.736836  0.000
H: -5.850143 0.115853 0.872295  0.001
H: -4.608638 -1.999092 0.926104  -0.002
H: -2.119231 -1.971031 0.751135  0.016
Cl: 4.289801 0.357944 2.787188  0.004
C: 3.093897 1.246166 3.614376  0.018
C: 3.487901 2.455372 4.112708  -0.019
C: 2.504593 3.193057 4.808115  0.041
C: 1.229644 2.725030 4.898881  -0.023
C: 0.871166 1.523110 4.292936  0.038
Cl: -0.789789 0.995804 4.473665  0.006
C: 1.789283 0.709626 3.677249  -0.013
S: 1.399390 -0.811741 2.905307  0.341
H: 4.464991 2.821528 4.050090  -0.001
H: 2.804894 4.063285 5.365656  0.004
H: 0.477849 3.240624 5.512322  -0.001
C: 3.640276 -3.237909 -2.304825  0.003
Si: 2.790221 -3.766956 -0.658018  0.004
C: 2.625614 -5.606164 -0.702103  0.000
C: 3.646884 -2.916498 0.847361  -0.001
C: 1.015950 -3.174747 -0.663239  -0.003
Te: 1.146076 -1.030002 -0.972308  0.185
C: -0.291889 -0.772409 -2.539362  0.019
Si: -0.687708 0.897764 -3.378131  0.000
C: 0.408363 2.200107 -2.634755  -0.002
C: -0.266770 0.645513 -5.172887  0.001
C: -2.536534 1.231788 -3.060204  0.004
H: 4.662466 -3.595254 -2.221296  0.001
H: 3.644388 -2.134849 -2.346448  0.001
H: 3.199519 -3.657156 -3.215268  0.000
H: 3.603096 -6.128074 -0.771994  0.000
H: 1.918143 -5.996971 -1.495336  0.000
H: 2.211430 -5.814445 0.292027  0.000
H: 4.684797 -3.112610 1.041332  0.000
H: 3.046160 -2.992381 1.748369  -0.001
H: 3.574120 -1.886237 0.521825  0.002
H: 0.392719 -3.402959 0.171664  0.004
H: 0.473647 -3.554383 -1.512799  0.000
H: -1.200354 -0.996946 -1.943815  -0.005
H: 0.020956 -1.518413 -3.316872  0.005
H: 1.422557 2.031675 -2.911007  0.000
H: 0.413403 2.038303 -1.555279  0.001
H: 0.092657 3.234188 -2.871805  0.001
H: 0.779935 0.357935 -5.119789  0.000
H: -0.325965 1.566143 -5.748761  0.000
H: -0.954308 -0.173313 -5.518292  0.000
H: -2.909717 0.995030 -2.111361  0.000
H: -3.153882 0.591343 -3.674159  0.000
H: -2.881112 2.272034 -3.168959  0.000

Forces on atoms 1 to 6 (eV/Å):
Pd 0.81 -0.25 0.26
Br 0.76 0.20 0.10
C -0.23 -0.20 -0.40
C 0.55 2.55 0.04
C 0.34 -0.08 -0.44
C -1.31 -1.23 -1.05

Results
Total energy in hartree: -5800.57301
Net charge: 0
Energy above the lowest of the compared OMol25 structures with the same formula, charge and spin in kJ/mol: 39.9
<S²>: 2.011
Kohn-Sham gap (spin up / spin down) in eV: 7.29 / 6.10
2S+1: 3
HOMO energy (spin up / spin down) in hartree: -0.2546 / -0.2897

---

Here is a structure of composition C24H31BrO7OsS from the Open Molecules 2025 dataset. Energies are from the ωB97M-V functional and the def2-TZVPD basis.

Last column: natural (NBO) charge in e.
Positions of all 65 atoms, in Å:
Os: -1.466826 0.528556 0.469257  1.539
O: -4.876438 1.252310 1.193351  -0.903
S: -4.104461 0.112571 0.840782  2.506
O: -4.648337 -1.191032 0.995950  -0.902
O: -3.301167 0.285024 -0.439175  -0.917
O: -2.699329 0.191421 1.792221  -0.741
C: 3.173784 -5.322163 2.241330  -0.595
C: 3.679497 -4.038167 1.569287  -0.080
C: 4.538873 -4.400960 0.350592  -0.595
C: 4.553730 -3.282783 2.569999  -0.607
C: 2.484869 -3.205183 1.110536  -0.002
C: 2.257717 -1.915190 1.556692  -0.245
C: 1.144870 -1.238976 1.089160  -0.160
Br: 0.809564 0.557195 1.627459  0.286
C: 0.254673 -1.778466 0.183932  0.306
O: -0.835959 -1.077117 -0.262534  -0.635
C: 0.457261 -3.088716 -0.287469  -0.032
C: 1.572982 -3.752472 0.201317  -0.148
C: -0.515549 -3.744541 -1.270099  -0.080
C: -1.913309 -3.843562 -0.636918  -0.602
C: -0.580797 -2.934732 -2.574602  -0.603
C: -0.070706 -5.164033 -1.632425  -0.605
H: 4.017360 -5.914030 2.601474  0.211
H: 2.603306 -5.942738 1.549648  0.208
H: 2.531984 -5.088327 3.092271  0.215
H: 5.414827 -4.971195 0.665499  0.211
H: 4.882696 -3.502151 -0.164034  0.213
H: 3.985335 -5.008494 -0.366218  0.208
H: 5.388582 -3.915872 2.872706  0.218
H: 3.998850 -3.015289 3.471211  0.211
H: 4.971704 -2.372284 2.136262  0.210
H: 2.922527 -1.429505 2.255968  0.231
H: 1.753466 -4.760514 -0.139802  0.212
H: -2.340518 -2.868128 -0.416645  0.232
H: -1.877396 -4.423547 0.287320  0.209
H: -2.587959 -4.353850 -1.326956  0.211
H: -0.979746 -1.936235 -2.414874  0.227
H: -1.231625 -3.448077 -3.284802  0.211
H: 0.409812 -2.850116 -3.026693  0.206
H: -0.041313 -5.819752 -0.760189  0.209
H: 0.909291 -5.177328 -2.113851  0.207
H: -0.789095 -5.586108 -2.335762  0.219
C: -2.257746 8.459609 -1.876608  -0.629
C: -1.877231 7.143361 -1.258526  0.017
C: -2.124816 6.884335 0.081899  -0.225
C: -1.786481 5.669196 0.665793  0.043
C: -2.061159 5.424827 2.124514  -0.642
C: -1.201610 4.691762 -0.139743  -0.132
C: -0.949751 4.914648 -1.496640  0.030
C: -0.324188 3.857022 -2.365107  -0.640
C: -1.282215 6.150326 -2.029811  -0.224
C: -0.819062 3.391941 0.483326  0.798
O: -0.041129 3.269636 1.392349  -0.588
O: -1.498320 2.356185 -0.078194  -0.687
H: -2.546348 9.184561 -1.116897  0.216
H: -3.100076 8.337080 -2.560006  0.224
H: -1.429856 8.878167 -2.450083  0.220
H: -2.592870 7.646854 0.693951  0.207
H: -2.686110 6.218214 2.530967  0.218
H: -1.134345 5.387318 2.697472  0.234
H: -2.581007 4.477899 2.281362  0.225
H: 0.568028 3.431216 -1.900696  0.214
H: -0.030242 4.276931 -3.325641  0.219
H: -1.024030 3.041105 -2.547602  0.234
H: -1.076462 6.342364 -3.077259  0.206

Forces on atoms 1 to 6 (eV/Å):
Os -0.16 -0.08 0.28
O -0.04 -0.02 -0.06
S 0.01 -0.10 0.50
O 0.03 0.01 -0.04
O 0.32 0.11 -0.14
O -0.06 0.07 -0.06

Results
Total energy in hartree: -4522.70717
Net charge: 0
Energy above the lowest of the compared OMol25 structures with the same formula, charge and spin in kJ/mol: 13.3
Kohn-Sham gap in eV: 7.95
HOMO energy in hartree: -0.3346

---

Here is a cluster of 2 separate species, C24H31F2N3O4PSSi in total in a non-equilibrium geometry from the Open Molecules 2025 dataset. Energies are from the ωB97M-V functional and the def2-TZVPD basis.

Last column: natural (NBO) charge in e.
Positions of all 67 atoms, in Å:
C: -3.151386 -1.636661 -2.465720  -0.969
P: -1.955790 -0.132905 -2.353868  1.059
O: -0.437380 -0.883376 -1.971763  -0.915
C: -2.502622 1.050957 -0.991870  -0.355
C: -3.996568 1.519372 -0.757769  0.016
C: -5.178171 1.024358 -1.735979  -0.476
C: -4.946875 1.782762 -3.155824  -0.223
N: -4.379034 0.897829 -4.223535  -0.865
C: -4.369256 2.512405 0.406951  -0.005
C: -5.864564 3.052230 0.649826  -0.536
C: -6.716382 2.177681 1.683194  0.129
N: -7.039597 0.926440 1.464694  -0.590
C: -3.282228 3.049883 1.420147  -0.149
S: -3.634351 4.169318 2.835292  0.046
C: -1.839466 2.583037 1.167433  -0.103
C: -1.466156 1.636358 -0.011323  -0.088
C: 0.113463 1.504761 0.124183  0.691
O: 0.943491 1.410511 -0.794385  -0.483
N: 0.277759 1.608378 1.593780  -0.561
C: 1.635561 1.440725 2.155681  0.837
F: 1.746706 1.908920 3.515927  -0.329
F: 2.640719 2.192606 1.435908  -0.355
C: 2.126347 -0.106656 2.220397  -0.510
C: 2.657311 -0.667292 0.817125  -0.892
Si: 3.587234 -2.335855 0.907924  1.659
C: 2.432619 -3.649785 0.049173  -1.114
C: 3.936413 -2.942656 2.687120  -1.131
C: 5.176518 -2.291904 -0.211947  -0.454
C: 5.545810 -1.111064 -1.146640  -0.192
C: 6.836643 -1.099183 -2.043612  -0.232
C: 7.765219 -2.348713 -2.016389  -0.236
C: 7.407689 -3.553201 -1.115661  -0.241
C: 6.141483 -3.515681 -0.217651  -0.205
C: -0.457449 2.861079 1.906419  0.697
O: -0.112137 3.885034 2.518861  -0.486
H: -2.565398 -2.632922 -2.437464  0.251
H: -3.861040 -1.565428 -3.352284  0.271
H: -3.753724 -1.617290 -1.477246  0.223
H: -0.653133 -1.475268 -1.212125  0.472
H: -5.247954 -0.107819 -1.833176  0.246
H: -6.219167 1.375828 -1.377386  0.217
H: -5.947851 2.214649 -3.532581  0.190
H: -4.258227 2.681763 -2.991927  0.197
H: -4.812772 1.120024 -5.138203  0.362
H: -3.391977 1.211432 -4.336297  0.376
H: -6.430832 3.152784 -0.346006  0.239
H: -5.742483 4.136831 1.033786  0.245
H: -7.090654 2.706415 2.628009  0.179
H: -6.635154 0.631805 0.560465  0.330
H: -4.867737 3.760849 3.361290  0.139
H: 3.054609 -0.081779 2.934315  0.340
H: 1.357963 -0.784678 2.733429  0.216
H: 1.719557 -0.826249 0.153015  0.215
H: 3.296351 0.095018 0.228498  0.262
H: 1.624332 -4.042043 0.752951  0.225
H: 1.894918 -3.124112 -0.832590  0.226
H: 3.050062 -4.494221 -0.414585  0.234
H: 3.727969 -4.070596 2.707588  0.219
H: 5.003753 -2.658994 2.974472  0.283
H: 3.204038 -2.461829 3.437173  0.270
H: 4.888186 -0.180837 -1.232618  0.225
H: 7.095636 -0.205563 -2.703534  0.221
H: 8.697197 -2.396751 -2.677992  0.215
H: 8.076962 -4.473851 -1.087221  0.216
H: 5.841301 -4.400810 0.452078  0.220
O: 4.869156 0.350384 4.479470  -1.353
H: 4.529841 1.223414 4.292422  0.391

Forces on atoms 1 to 6 (eV/Å):
C -0.35 -0.42 2.02
P 1.12 -0.23 -1.57
O -2.99 0.32 1.18
C -0.62 1.82 4.00
C 1.13 0.91 2.31
C 0.31 1.28 -0.05

Results
Total energy in hartree: -2626.76048
Net charge: -1
Kohn-Sham gap in eV: 3.38
HOMO energy in hartree: -0.0905

---

Question: Which value of net charge does entry 1 give?
Answer: 0

---

Question: Look up the net charge of the second one.
Answer: 0